[1]
DFT (wB97M-V/def2-TZVPD) results for a molecular structure, C30H55N11O3.

Each line ends with the Mulliken charge.
Positions of all 99 atoms, in Å:
N (0.077, 0.784, 0.584)  -0.065
O (0.012, 0.970, -0.646)  -1.328
O (-0.991, 0.885, 1.145)  -0.513
O (1.109, 0.401, 1.133)  0.349
C (1.283, -4.290, -3.993)  -1.385
C (-0.129, -4.116, -3.421)  -0.175
N (-0.291, -2.875, -2.612)  0.486
C (0.643, -2.169, -2.000)  -0.927
C (0.087, -1.102, -1.451)  -0.300
N (-1.248, -0.974, -1.818)  1.782
C (-1.461, -2.171, -2.532)  -1.064
C (-2.152, -0.026, -1.284)  -1.246
H (2.001, -4.616, -3.240)  0.399
H (1.814, -3.427, -4.394)  0.342
H (1.383, -5.071, -4.747)  0.405
H (-0.137, -4.996, -2.778)  0.299
H (-0.990, -4.235, -4.078)  0.472
H (1.658, -2.514, -1.870)  0.973
H (0.512, -0.327, -0.831)  0.069
H (-2.342, -2.463, -3.084)  0.484
H (-2.235, 0.707, -2.086)  0.772
H (-1.811, 0.405, -0.342)  -0.393
H (-3.183, -0.276, -1.034)  0.381
C (2.425, -1.956, 0.659)  -1.480
C (1.386, -2.357, 1.672)  0.159
N (-0.017, -2.254, 1.295)  0.506
C (-0.692, -3.069, 0.364)  -0.457
C (-1.956, -2.475, 0.151)  -0.906
N (-2.197, -1.423, 0.985)  0.438
C (-0.977, -1.262, 1.704)  -1.104
C (-3.328, -0.533, 0.937)  -0.488
H (2.509, -0.924, 0.317)  0.180
H (2.415, -2.627, -0.199)  0.550
H (3.460, -2.070, 0.979)  0.647
H (1.406, -1.510, 2.358)  -0.658
H (1.417, -3.352, 2.114)  0.440
H (-0.178, -3.910, -0.078)  0.546
H (-2.794, -2.716, -0.487)  0.796
H (-0.848, -0.466, 2.423)  0.920
H (-4.169, -0.936, 1.502)  0.506
H (-3.571, -0.203, -0.073)  0.257
H (-3.030, 0.451, 1.299)  1.017
C (-3.458, 3.354, 0.097)  -1.533
C (-2.374, 2.441, 0.777)  0.960
N (-1.889, 3.017, 1.990)  0.586
C (-1.910, 4.304, 2.474)  0.017
C (-1.183, 4.416, 3.684)  -0.828
N (-0.598, 3.160, 3.828)  0.209
C (-1.152, 2.319, 2.878)  0.205
C (0.241, 2.694, 4.945)  -0.925
H (-2.971, 4.254, -0.277)  0.553
H (-4.177, 3.584, 0.884)  0.644
H (-4.023, 2.906, -0.720)  0.164
H (-1.584, 2.214, 0.062)  -0.884
H (-2.634, 1.391, 0.914)  -1.389
H (-2.412, 5.066, 1.897)  0.508
H (-0.785, 5.174, 4.342)  0.459
H (-0.749, 1.333, 2.701)  -0.214
H (1.110, 3.326, 5.127)  0.355
H (0.343, 1.609, 4.971)  0.341
H (-0.368, 2.925, 5.818)  0.457
C (-1.037, -0.432, -5.431)  -0.870
C (-0.493, 0.981, -5.502)  -0.697
N (-0.643, 1.646, -4.248)  0.332
C (0.355, 1.758, -3.231)  -1.039
C (-0.397, 2.227, -2.100)  -0.386
N (-1.604, 2.630, -2.535)  0.014
C (-1.820, 2.281, -3.858)  -0.037
C (-2.530, 3.367, -1.770)  -1.350
H (-2.063, -0.496, -5.067)  0.286
H (-0.516, -1.189, -4.845)  0.130
H (-1.176, -0.817, -6.441)  0.514
H (-1.056, 1.681, -6.121)  0.430
H (0.557, 0.945, -5.789)  0.338
H (1.318, 1.312, -3.435)  0.460
H (-0.180, 2.276, -1.043)  1.508
H (-2.715, 2.326, -4.461)  0.454
H (-2.280, 3.365, -0.709)  0.133
H (-3.541, 2.960, -1.748)  0.465
H (-2.638, 4.370, -2.182)  0.587
C (3.799, -3.680, 3.162)  -0.998
C (4.272, -2.318, 3.687)  -0.653
N (3.607, -1.174, 3.202)  0.383
C (2.430, -0.650, 3.680)  -0.481
C (2.268, 0.528, 2.892)  -0.218
N (3.387, 0.766, 2.064)  0.376
C (4.112, -0.365, 2.224)  -0.411
C (3.680, 1.840, 1.250)  -0.654
H (2.797, -4.013, 3.432)  0.293
H (4.562, -4.423, 3.392)  0.474
H (3.755, -3.599, 2.076)  0.296
H (5.303, -2.157, 3.372)  0.399
H (4.489, -2.273, 4.754)  0.468
H (1.816, -1.176, 4.396)  0.305
H (1.511, 1.288, 3.017)  0.541
H (5.051, -0.561, 1.729)  0.333
H (2.800, 2.144, 0.682)  0.213
H (4.558, 1.572, 0.661)  0.338
H (3.963, 2.657, 1.914)  0.354

net charge: +4
frontier orbital gap: 8.8 eV

---

[2]
DFT (wB97M-V/def2-TZVPD) results for a molecular structure, C2H2Br3P.

Each line ends with the Mulliken charge.
Positions of all 8 atoms, in Å:
C (0.114, -0.507, -0.222)  -0.583
C (0.532, -1.774, 0.389)  -0.022
P (1.668, -0.871, -1.205)  0.214
Br (-0.635, -3.071, -0.315)  -0.094
Br (1.344, -2.077, 2.029)  0.007
Br (3.382, 0.000, -0.038)  -0.185
H (-0.712, -0.518, -0.917)  0.377
H (0.039, 0.414, 0.442)  0.286

net charge: 0
frontier orbital gap: 8.7 eV

---

What did we get for E? Answer: -2001.923586; -8140.764156 hartree, in the order shown.
What did we get for largest force on an atom? Answer: 8.14; 3.58 eV/A, in the order shown.
What did we get for relative energy (zero: lowest compared OMol25 entry of this formula, charge and spin)? Answer: 2287.0; 127.5 kJ/mol, in the order shown.